Formula: C23H48N2O7S2
Source: the OMol25 dataset
Level of theory: ωB97M-V/def2-TZVPD

```
82
Properties=species:S:1:pos:R:3
C 0.28018 0.95542 0.27577
C -0.04213 -0.08678 -0.69390
N -0.31958 -0.84670 -1.50671
H -0.63697 1.24258 0.79433
H 0.54839 1.85372 -0.28154
H 1.02038 0.67579 1.01786
C -3.81214 0.69686 0.98928
C -4.12185 -0.72137 0.89671
N -4.42906 -1.82706 0.81847
H -4.59860 1.21205 0.43008
H -2.92244 0.99317 0.43221
H -3.71356 1.01351 2.02137
C 0.30863 5.54298 1.28956
S 0.76671 4.00159 2.12380
O 1.76950 4.33277 3.18408
C -0.83348 3.60735 2.83898
H -0.12154 6.23240 2.01357
H -0.31378 5.27263 0.43734
H 1.22709 5.95921 0.87956
H -1.18824 4.46856 3.41272
H -0.64239 2.84225 3.59670
H -1.57605 3.20312 2.15734
C 3.71494 -1.26339 1.65288
S 4.41680 0.14455 2.57470
O 4.42285 1.31322 1.65109
C 2.92775 0.46288 3.59288
H 3.37841 -2.05128 2.32792
H 4.45365 -1.60959 0.93568
H 2.82121 -0.93347 1.12195
H 3.04451 1.48310 3.95900
H 2.95812 -0.15630 4.49625
H 1.97544 0.33417 3.08429
C 2.04135 4.29756 -3.28824
C 1.80463 3.59474 -1.99374
O 0.70740 3.71117 -1.47399
C 2.91365 2.84691 -1.30715
H 2.00394 5.36919 -3.09198
H 1.31021 3.92074 -4.00497
H 3.02418 4.12148 -3.73333
H 3.79056 3.49496 -1.23761
H 3.20910 1.97770 -1.89574
H 2.58797 2.61232 -0.29839
C -0.69999 0.05516 4.89598
C -0.73961 -0.86326 3.70893
O -1.52991 -0.68316 2.80687
C 0.15313 -2.07508 3.71379
H -1.66369 0.55851 4.96875
H 0.11329 0.77329 4.79815
H -0.62389 -0.54909 5.80270
H 1.15153 -1.82200 4.07233
H 0.24342 -2.47816 2.71034
H -0.32195 -2.80715 4.37016
C 1.41815 -4.89793 1.55769
C 0.91450 -3.93377 0.51598
O 1.61283 -3.09074 -0.01120
C -0.52684 -3.93030 0.22231
H 1.03916 -4.75563 2.57489
H 2.49366 -4.85620 1.73547
H 1.10873 -5.90832 1.27899
H -0.63650 -4.35598 -0.78182
H -0.93244 -2.92218 0.15707
H -1.11685 -4.50397 0.93799
C -1.52905 0.22372 -5.36610
C -0.14438 0.80116 -5.13629
O 0.04276 1.99431 -5.29950
C 1.01278 -0.08673 -4.74394
H -1.72607 -0.36390 -4.46635
H -1.47731 -0.40537 -6.25487
H -2.28649 0.99411 -5.44638
H 1.78040 0.60630 -4.40964
H 1.41750 -0.62499 -5.60320
H 0.68207 -0.80777 -3.99649
C -4.56716 -3.53092 -2.71686
C -3.21955 -3.95241 -3.26997
O -2.99589 -5.00022 -3.81852
C -2.10417 -2.93565 -3.00152
H -4.84058 -2.61839 -3.24994
H -4.62186 -3.39547 -1.63899
H -5.28924 -4.30804 -2.97617
H -1.12249 -3.12074 -3.42027
H -2.13330 -2.69030 -1.94268
H -2.49041 -2.02747 -3.47676
```

- Energy relative to the best compared isomer or geometry (same formula, charge and spin): 0.0 kJ/mol
- HOMO-LUMO gap: 9.22 eV
- Spin multiplicity: 1

Atom charges from the Mulliken analysis, given in e for atoms 1 to 2: atom 1 (C): 1.477, atom 2 (C): -0.065



Formula: C3H6N2SSi
Source: the OMol25 dataset
Level of theory: ωB97M-V/def2-TZVPD

```
13
Properties=species:S:1:pos:R:3
C 1.37427 1.63924 -0.44042
S -0.41146 1.27889 -0.53908
C -0.61166 -0.29576 0.07866
Si -2.42740 -0.95204 0.09354
N 0.31611 -1.08893 0.53015
C 1.61968 -1.10138 0.45090
N 2.73899 -1.28717 0.64071
H 1.53135 2.10014 0.58386
H 1.74035 2.13314 -1.22425
H 1.83979 0.56138 -0.53029
H -2.87275 0.22804 -0.67705
H -2.17433 -2.19935 -0.61654
H -2.66295 -1.01620 1.64981
```

- Energy relative to the best compared isomer or geometry (same formula, charge and spin): 1.6 kJ/mol
- HOMO-LUMO gap: 9.22 eV
- Spin multiplicity: 1
- Structure (SMILES): CS/C([SiH3])=N\C#N

Atom charges from the Mulliken analysis, given in e for atoms 1 to 2: atom 1 (C): -0.757, atom 2 (S): -0.107



Formula: CH4N2O2S
Source: the OMol25 dataset
Level of theory: ωB97M-V/def2-TZVPD

```
10
Properties=species:S:1:pos:R:3
C 0.23613 0.01187 0.00456
N 0.06583 1.42110 0.19532
N -1.07270 -0.75237 -0.07351
O -3.58205 -0.34203 -0.42620
O -1.02844 1.98355 -0.34921
S -2.43496 0.08060 0.38107
H 0.81014 -0.39965 -0.75363
H 0.69034 -0.16543 0.96166
H 0.21171 1.72038 1.12035
H -1.08060 -1.11280 -1.00702
```

- Energy relative to the best compared isomer or geometry (same formula, charge and spin): 375.0 kJ/mol
- HOMO-LUMO gap (spin up / spin down): 7.46 / 8.96 eV
- Spin multiplicity: 1

Atom charges from the Mulliken analysis, given in e for atoms 1 to 2: atom 1 (C): -0.331, atom 2 (N): -0.120



Formula: C6H10O
Source: the OMol25 dataset
Level of theory: ωB97M-V/def2-TZVPD

```
17
Properties=species:S:1:pos:R:3
C 1.64476 0.76517 0.02993
C 1.08737 -0.67529 -0.04340
O 0.53729 -1.12862 1.18064
C -0.79460 -1.03603 1.15620
C -1.43545 0.19116 0.60092
C -1.15035 0.22010 -0.89656
C 0.06094 -0.62346 -1.10699
H 0.90458 1.53252 -0.24484
H 1.99509 0.97175 1.03668
H 2.46873 0.84820 -0.68413
H 1.90227 -1.37886 -0.25415
H -1.21437 -1.45195 2.07797
H -0.97245 1.06837 1.09176
H -2.50217 0.22785 0.83802
H -1.96590 -0.29725 -1.40544
H -1.12105 1.25307 -1.29874
H 0.55531 -0.48674 -2.07787
```

- Energy relative to the best compared isomer or geometry (same formula, charge and spin): 335.2 kJ/mol
- HOMO-LUMO gap (spin up / spin down): 8.70 / 7.57 eV
- Spin multiplicity: 1

Atom charges from the Mulliken analysis, given in e for atoms 1 to 2: atom 1 (C): -1.272, atom 2 (C): 0.407



Formula: C8H21BN3O6
Source: the OMol25 dataset
Level of theory: ωB97M-V/def2-TZVPD

```
39
Properties=species:S:1:pos:R:3
C 0.63999 -2.39057 -3.74886
C -0.06076 -1.02847 -3.93483
C 0.71763 0.18484 -3.37652
N -0.00895 1.01051 -2.41180
C 0.16697 0.75249 -1.03108
C 0.14647 -0.73454 -0.63865
N 0.16312 -0.86002 0.85001
O -1.04871 -0.42537 1.39647
B -2.05951 -1.42084 1.49860
O -3.31815 -0.98751 1.70084
O -1.62131 -2.71461 1.53496
C 1.30355 -0.04123 1.43657
C 2.13479 0.62917 0.35469
O 1.37848 1.35417 -0.58496
H -0.02529 -3.13237 -3.30483
H 1.52199 -2.31455 -3.10819
H 0.97127 -2.80819 -4.69671
H -1.03611 -1.06688 -3.44321
H -0.23807 -0.87372 -4.99720
H 1.00845 0.83789 -4.19888
H 1.65764 -0.12981 -2.91756
H -0.98163 1.13584 -2.65022
H -0.66451 1.22570 -0.49689
H -0.75812 -1.19680 -1.02993
H 0.99554 -1.30340 -1.01428
H 0.30929 -1.83845 1.11966
H -3.69898 -0.38631 1.04972
H -1.98885 -3.31912 0.87324
H 1.93737 -0.72182 2.00315
H 0.85477 0.65324 2.14119
H 2.78340 -0.10725 -0.13325
H 2.78657 1.34382 0.85507
C -1.07367 2.63251 4.15062
N 0.05922 3.38030 4.76320
O -0.13242 4.50982 5.13984
O 1.11466 2.77564 4.82243
H -1.95636 3.26052 4.13185
H -0.74676 2.37509 3.14724
H -1.23300 1.74027 4.74849
```

- Charge: +1
- HOMO-LUMO gap: 9.27 eV
- Spin multiplicity: 1

Atom charges from the Mulliken analysis, given in e for atoms 1 to 2: atom 1 (C): -1.171, atom 2 (C): -0.275



Formula: C18H18IrN12
Source: the OMol25 dataset
Level of theory: ωB97M-V/def2-TZVPD

```
49
Properties=species:S:1:pos:R:3
Ir 0.08734 -0.22226 -0.40586
C -4.22933 -0.80934 -0.40822
C -4.47057 -0.85681 0.95286
C -3.39630 -0.83569 1.83515
C -2.11628 -0.75607 1.32980
N -1.88990 -0.66449 -0.01779
C -2.92524 -0.70537 -0.85830
C -0.88728 -0.80944 2.17155
C -0.79223 -1.05209 3.53041
C 0.46324 -1.05152 4.12773
C 1.60866 -0.79900 3.37902
C 1.48126 -0.56198 2.02281
N 0.24820 -0.60303 1.47980
C 2.55685 -0.23982 1.04061
C 3.89067 -0.10788 1.36990
C 4.81736 0.14427 0.36576
C 4.38361 0.26904 -0.94383
C 3.03249 0.15801 -1.21578
N 2.13806 -0.09475 -0.25480
H -5.03861 -0.84442 -1.12363
H -5.48232 -0.91965 1.33058
H -3.56245 -0.88924 2.90171
H -2.68861 -0.65760 -1.91282
H -1.67876 -1.24398 4.11768
H 0.54989 -1.23641 5.18990
H 2.58053 -0.79163 3.85137
H 4.21303 -0.20793 2.39678
H 5.86737 0.23961 0.60803
H 5.07719 0.46025 -1.75041
H 2.63996 0.28413 -2.21671
N -0.11500 6.27580 -1.80417
C -0.67079 5.12480 -1.48624
N -1.97640 5.03077 -1.26944
N 0.17123 4.06857 -1.39352
C -0.07206 2.86421 -1.17185
N -0.13703 1.69721 -0.99405
H -0.64241 7.13130 -1.88467
H 0.87900 6.30688 -1.97003
H -2.58840 5.82845 -1.34923
H -2.39218 4.14927 -1.02476
N -0.96237 -4.82649 -2.71769
N -0.21735 -3.85148 -2.16266
N 1.08216 -4.00054 -1.99791
C 1.40455 -2.88287 -1.37731
N 0.32933 -2.10081 -1.20701
N -0.72478 -2.75906 -1.70604
H -0.40215 -5.49250 -3.23202
H -1.84932 -4.51175 -3.08065
H 2.40617 -2.64666 -1.06405
```

- Energy relative to the best compared isomer or geometry (same formula, charge and spin): 0.0 kJ/mol
- Charge: +3
- HOMO-LUMO gap: 7.57 eV
- Spin multiplicity: 1

Atom charges from the Mulliken analysis, given in e for atoms 1 to 2: atom 1 (Ir): 0.126, atom 2 (C): -0.807



Formula: C2H3Cl
Source: the OMol25 dataset
Level of theory: ωB97M-V/def2-TZVPD

```
6
Properties=species:S:1:pos:R:3
C -0.71840 -0.36328 0.00247
C 0.32258 0.46494 0.06928
Cl 1.97930 -0.05142 0.00269
H -1.76628 -0.22810 -0.16668
H -0.24952 -1.41451 0.16538
H 0.43231 1.59238 -0.07314
```

- Energy relative to the best compared isomer or geometry (same formula, charge and spin): 55.3 kJ/mol
- HOMO-LUMO gap: 10.97 eV
- Spin multiplicity: 1
- Structure (SMILES): C=CCl

Atom charges from the Mulliken analysis, given in e for atoms 1 to 2: atom 1 (C): -0.537, atom 2 (C): -0.033



Formula: C25H19Cl2N3O4SZn
Source: the OMol25 dataset
Level of theory: ωB97M-V/def2-TZVPD

```
55
Properties=species:S:1:pos:R:3
Zn -0.03153 0.15169 -0.26755
O -4.60314 3.70274 -4.10762
C -3.40383 3.92732 -4.16659
O -2.70277 4.71221 -4.78661
C -2.54787 2.96956 -3.19122
C -1.17868 2.84585 -3.34948
C -0.49294 1.94516 -2.53243
N -1.11022 1.34955 -1.51309
C -2.41085 1.53030 -1.28953
C -3.18603 2.27844 -2.17537
C -2.94964 0.80939 -0.13543
C -4.25322 0.99938 0.32587
C -4.71542 0.22517 1.37311
C -3.87753 -0.74618 1.90427
C -2.59744 -0.86203 1.39414
N -2.12887 -0.08393 0.43253
C 0.93716 1.66546 -2.64663
C 1.69584 2.10244 -3.73583
C 3.06446 1.92060 -3.71784
C 3.64411 1.30006 -2.61795
C 2.81237 0.84364 -1.61193
N 1.50013 1.01037 -1.62096
H -0.69450 3.45283 -4.09774
H -4.26172 2.34081 -2.12083
H -4.88189 1.74861 -0.12643
H -5.71353 0.36438 1.75873
H -4.19963 -1.39476 2.70136
H -1.92772 -1.62663 1.75518
H 1.21210 2.57038 -4.57825
H 3.67080 2.26047 -4.54307
H 4.71063 1.16485 -2.54225
H 3.21439 0.32958 -0.75165
Cl 2.32552 -5.08891 4.25732
C 1.89483 -4.03035 2.92775
C 0.78607 -4.37393 2.21619
C 0.26084 -3.76690 1.05759
Cl -0.82899 -4.77414 0.10807
C 0.44009 -2.49098 0.61665
O 0.06145 -1.93611 -0.44677
C 2.74778 -1.82080 2.09522
C 1.52653 0.86160 2.33218
O 0.87484 1.51688 1.55220
C 2.87246 -3.03189 2.66618
H 0.28872 -5.28803 2.50620
H 2.04864 1.36806 3.16191
H 3.87010 -3.30129 2.99802
C 3.92707 -0.95709 1.79177
S 1.16488 -1.09478 1.69200
C 0.24174 -1.32428 3.25809
H 4.85224 -1.51043 1.93088
H 3.94436 -0.08307 2.43977
H 3.88974 -0.60847 0.76310
H 0.95692 -1.37037 4.07091
H -0.33432 -2.24132 3.21176
H -0.40456 -0.46113 3.37408
```

- HOMO-LUMO gap: 6.88 eV
- Spin multiplicity: 1

Atom charges from the Mulliken analysis, given in e for atoms 1 to 2: atom 1 (Zn): 0.458, atom 2 (O): -0.692